*one*
Formula: H58O29
Source: the Open Molecules 2025 dataset
Level of theory: ωB97M-V with the def2-TZVPD basis set

Geometry as XYZ:
```
87
Properties=species:S:1:pos:R:3
O -10.85085 -0.09015 8.38795
H -10.14135 0.19161 7.84690
H -10.94809 0.60166 9.04723
O -15.41936 4.75999 10.24169
H -15.23305 4.44605 9.35723
H -15.91124 5.58375 10.06434
O -13.53301 -0.85513 7.57030
H -12.65807 -0.47045 7.74320
H -14.08436 -0.15118 7.22484
O -15.01551 0.15927 13.88102
H -14.47009 0.96310 13.98647
H -15.91890 0.46518 13.67605
O -9.39834 4.02446 10.20320
H -8.70035 4.02810 10.90247
H -9.78602 3.14942 10.28552
O -15.07756 3.06293 7.76517
H -15.02375 2.74418 8.69575
H -15.99380 3.42986 7.73371
O -13.62785 5.43297 7.62528
H -14.08028 4.78368 7.05484
H -13.75374 6.31579 7.29320
O -13.38350 2.38834 14.03938
H -13.59620 3.21055 14.54750
H -13.26243 2.78660 13.13503
O -18.05893 -0.26960 12.97504
H -18.50326 -1.03917 13.33835
H -18.01378 -0.51436 12.00039
O -11.04416 -0.88852 12.37170
H -10.30368 -1.50181 12.50153
H -11.25573 -0.69727 13.30045
O -14.61912 -2.48713 12.22530
H -13.86667 -2.92523 12.62899
H -14.46728 -1.58911 12.60935
O -17.61708 4.95571 12.00152
H -17.33788 4.67894 12.88611
H -16.97921 4.56160 11.39533
O -18.04640 2.44955 6.97940
H -18.85256 2.28917 6.46093
H -17.63253 1.56592 7.03526
O -13.51136 6.27489 12.07357
H -14.20655 6.05697 11.44889
H -12.68566 6.10561 11.60057
O -15.62938 1.57018 10.12411
H -15.45910 0.61416 10.16991
H -16.48075 1.65953 10.52086
O -18.38892 2.22349 9.81771
H -19.19435 2.56576 10.27566
H -18.41887 2.51191 8.88219
O -20.14004 3.47160 12.04251
H -20.15044 2.64954 12.58373
H -19.23976 3.90318 12.14535
O -18.07313 -0.70137 10.25337
H -17.24810 -1.19282 10.03920
H -18.21851 0.17551 9.83095
O -10.97461 1.67333 10.76868
H -10.77717 1.09573 11.52219
H -11.78670 2.16016 11.01335
O -13.29329 3.07299 11.41804
H -14.14786 2.59220 11.30100
H -13.40254 3.87708 10.95062
O -16.61473 7.46126 11.31572
H -17.35367 7.95024 10.89802
H -17.07156 6.65806 11.57527
O -15.14863 -1.32634 9.92117
H -14.52520 -1.19958 9.22213
H -14.77058 -1.88813 10.59987
O -11.48793 5.59281 10.46938
H -10.71464 5.02557 10.26785
H -11.88084 5.80413 9.61442
O -11.67869 0.37994 14.72536
H -12.13567 1.20223 14.61240
H -11.78236 0.24915 15.64218
O -16.76249 4.92884 14.70847
H -16.92193 5.89285 14.87695
H -15.79254 4.87339 14.64586
O -16.42878 0.21380 7.42172
H -16.32455 0.56368 8.33219
H -16.64869 -0.70285 7.53661
O -13.84449 5.27691 14.52961
H -13.83232 5.48988 13.56698
H -14.07230 6.17450 14.87290
O -17.56518 2.36927 13.80037
H -17.56701 2.53483 14.73252
H -17.83518 1.44023 13.67389
O -15.44928 7.81496 14.25429
H -15.02081 7.93682 13.36934
H -15.89280 8.61365 14.48342
```

Results
Highest occupied orbital energy in eV: -10.67
Total charge: 0
HOMO-LUMO gap in eV: 10.716



*two*
Formula: H58O29
Source: the Open Molecules 2025 dataset
Level of theory: ωB97M-V with the def2-TZVPD basis set

Geometry as XYZ:
```
87
Properties=species:S:1:pos:R:3
O 11.15743 -2.02257 3.16767
H 11.99306 -1.83031 3.59310
H 11.19535 -2.95978 2.97681
O 10.23276 0.31598 1.11479
H 10.88067 0.93909 0.78590
H 10.73043 -0.26824 1.68682
O 13.81669 -0.94847 4.18256
H 14.02544 -0.44920 3.39300
H 14.43712 -0.63064 4.83852
O 15.95372 2.29939 8.77585
H 15.96297 1.58759 9.41576
H 16.32285 1.91297 7.98171
O 17.36092 3.92507 4.10211
H 16.94040 3.61443 4.90392
H 16.74087 3.70746 3.40611
O 12.51364 2.03122 1.45036
H 12.66781 2.83548 1.94598
H 13.10182 1.38852 1.84684
O 10.93515 -4.72292 2.92305
H 11.15230 -5.62570 3.15558
H 10.15000 -4.79704 2.38057
O 11.76272 2.22027 8.90946
H 11.00124 2.77074 8.72681
H 12.02522 1.88204 8.05334
O 16.22411 -1.30039 -1.49396
H 16.06566 -1.73181 -0.65433
H 16.95383 -1.78556 -1.87913
O 17.24476 1.28914 6.55138
H 16.65510 0.98427 5.86176
H 18.05241 0.79449 6.41259
O 19.43197 -0.39210 6.46534
H 19.73564 -0.56074 7.35729
H 18.81546 -1.10141 6.28358
O 12.28903 -2.65202 -1.20536
H 12.79576 -3.13700 -1.85670
H 12.89986 -1.99908 -0.86363
O 12.66594 1.36393 6.62300
H 12.95367 1.73568 5.78920
H 13.17529 0.55877 6.71529
O 13.78737 -5.00416 3.19023
H 13.93920 -5.91736 3.43361
H 12.84159 -4.94597 3.05475
O 16.73552 0.02113 3.82851
H 17.20679 -0.79274 3.65028
H 16.42341 0.31041 2.97112
O 16.68524 1.07288 0.67795
H 17.59008 0.86992 0.91519
H 16.74126 1.40881 -0.21661
O 15.84977 -2.43899 0.79821
H 16.43450 -2.68673 1.51441
H 15.37124 -3.24155 0.59053
O 17.15660 -2.32926 6.58021
H 16.43671 -2.86567 6.24816
H 17.50422 -2.82602 7.32089
O 14.01923 2.64676 4.52161
H 13.22252 3.08574 4.22364
H 14.60235 2.66673 3.76280
O 15.27490 2.99871 2.18384
H 15.73890 2.26074 1.78845
H 15.39039 3.71632 1.56101
O 15.09296 -3.11875 4.80556
H 14.54025 -2.35027 4.66351
H 14.61681 -3.83712 4.38908
O 8.50653 -1.89222 2.37254
H 9.41109 -1.86325 2.68426
H 8.52291 -2.51515 1.64597
O 15.56473 3.83098 6.46030
H 15.52975 3.42968 7.32861
H 15.01124 3.27188 5.91506
O 14.81259 -0.52444 7.12576
H 14.69146 -0.89726 7.99901
H 15.66808 -0.84783 6.84329
O 12.53539 2.73208 -1.21047
H 11.85863 3.40442 -1.13183
H 12.62502 2.37718 -0.32602
O 14.33032 -5.14879 0.43793
H 14.09867 -4.98066 1.35133
H 14.84549 -5.95505 0.46548
O 14.29827 -1.37205 9.72117
H 14.09007 -2.17829 10.19326
H 15.10859 -1.06038 10.12426
O 14.57568 -0.07444 1.62503
H 15.27284 0.37927 1.15137
H 14.80579 -1.00135 1.56083
O 17.33276 -2.79633 3.09634
H 17.95797 -3.52057 3.06769
H 16.68994 -3.06009 3.75470
```

Results
Highest occupied orbital energy in eV: -9.52
Total charge: 0
HOMO-LUMO gap in eV: 8.459



Which of them is the most stable, and which is the least stable? *one* and *two*, in that order.



*one*
Formula: C2H4O2S
Source: the Open Molecules 2025 dataset
Level of theory: ωB97M-V with the def2-TZVPD basis set

Geometry as XYZ:
```
9
Properties=species:S:1:pos:R:3
C 1.86663 0.64210 0.21920
C 2.91045 0.25951 -0.35916
O -2.96057 -1.42395 0.06251
O 0.97017 1.00396 0.79576
S -2.66757 0.11696 -0.34794
H 3.52080 1.10561 -0.55894
H 3.24322 -0.72083 -0.55348
H -3.00375 0.57590 0.89584
H -3.87938 -1.55927 -0.15378
```

Results
Highest occupied orbital energy (alpha / beta) in eV: -5.50 / -9.42
Total charge: 0
HOMO-LUMO gap (alpha / beta) in eV: 6.309 / 6.958
Multiplicity: 3



*two*
Formula: C2H4O2S
Source: the Open Molecules 2025 dataset
Level of theory: ωB97M-V with the def2-TZVPD basis set

Geometry as XYZ:
```
9
Properties=species:S:1:pos:R:3
C -0.66677 -0.80527 0.35293
C 0.37916 0.12542 -0.16948
O -0.37306 -0.70611 -1.05635
O 0.03201 1.46487 -0.18527
S 2.15882 -0.25697 -0.09369
H -0.23036 -1.79650 0.68845
H -1.69150 -0.45566 0.63097
H 0.61124 2.00287 -0.75715
H 2.24944 -0.36025 1.13392
```

Results
Highest occupied orbital energy (alpha / beta) in eV: -4.50 / -10.53
Total charge: 0
HOMO-LUMO gap (alpha / beta) in eV: 5.112 / 7.073
Multiplicity: 3



Which of them is the most stable, and which is the least stable? *one* and *two*, in that order.



*one*
Formula: H2N2O5S
Source: the Open Molecules 2025 dataset
Level of theory: ωB97M-V with the def2-TZVPD basis set

Geometry as XYZ:
```
10
Properties=species:S:1:pos:R:3
N -0.92201 -0.97467 -0.51825
N 0.20628 -0.45119 -0.47963
O -1.31930 -1.73350 -1.34998
O 2.42206 0.50638 -0.79074
O 1.09273 0.14505 -2.75502
O 2.25862 -1.81750 -1.67901
O 0.35498 0.51434 0.51808
S 1.84316 -0.48402 -1.66088
H -1.53768 -0.52942 0.37271
H 1.23531 0.94577 0.23877
```

Results
Highest occupied orbital energy in eV: -10.91
Total charge: 0
HOMO-LUMO gap in eV: 10.370



*two*
Formula: H2N2O5S
Source: the Open Molecules 2025 dataset
Level of theory: ωB97M-V with the def2-TZVPD basis set

Geometry as XYZ:
```
10
Properties=species:S:1:pos:R:3
H 0.52565 1.39953 -1.58625
H -2.01232 -1.21909 0.85328
N 0.00855 -0.23507 -0.58419
N 1.30376 -0.70471 -0.97168
O -0.31727 0.93817 -1.33368
O 1.71018 -0.19481 -1.93130
O -1.73606 -0.23930 1.18711
O 0.16656 1.38008 1.34593
O 0.48459 -1.10784 1.87260
S -0.13364 -0.01696 1.14818
```

Results
Highest occupied orbital energy in eV: -10.88
SMILES: O=NN(O)S(=O)(=O)O
Total charge: 0
HOMO-LUMO gap in eV: 10.445



*three*
Formula: H2N2O5S
Source: the Open Molecules 2025 dataset
Level of theory: ωB97M-V with the def2-TZVPD basis set

Geometry as XYZ:
```
10
Properties=species:S:1:pos:R:3
H 1.81439 0.24345 -1.34381
H -2.21002 1.19951 0.60036
N 0.16103 -0.08140 -0.56367
N 0.33217 -1.40348 -1.01611
O 1.19011 0.84362 -0.71717
O 1.35744 -1.52940 -1.66117
O -1.27073 1.47336 0.82063
O 0.57769 0.22324 1.87220
O -1.43631 -1.01816 1.04562
S -0.51576 0.04925 0.96313
```

Results
Highest occupied orbital energy in eV: -10.95
SMILES: O=NN(O)S(=O)(=O)O
Total charge: 0
HOMO-LUMO gap in eV: 10.249



Which of them is the most stable, and which is the least stable? *three* and *one*, in that order.



*one*
Formula: C2H4OS3
Source: the Open Molecules 2025 dataset
Level of theory: ωB97M-V with the def2-TZVPD basis set

Geometry as XYZ:
```
10
Properties=species:S:1:pos:R:3
C 0.76462 0.08527 0.45202
C 0.66990 -0.79856 -1.10157
O -1.76751 -0.80134 0.88727
S 1.93815 0.86884 1.05973
S -1.61987 1.83856 -0.39189
S -1.04748 0.45556 0.86130
H 0.66925 0.00776 -1.88598
H -0.18449 -1.39990 -0.93931
H 1.66145 -1.24317 -1.07426
H -1.08402 0.98700 2.13268
```

Results
Highest occupied orbital energy in eV: -9.16
SMILES: CC(=S)[S@H](=O)=S
Total charge: 0
HOMO-LUMO gap in eV: 7.910



*two*
Formula: C2H4OS3
Source: the Open Molecules 2025 dataset
Level of theory: ωB97M-V with the def2-TZVPD basis set

Geometry as XYZ:
```
10
Properties=species:S:1:pos:R:3
C -1.94091 -0.07433 -0.02923
C -1.53208 1.04764 0.42794
O 1.25101 -0.91906 -2.00100
S -2.19997 -1.56936 -0.38356
S 1.93023 0.59976 0.40514
S 1.57291 -1.20965 -0.60881
H -2.11982 1.92558 0.89883
H 3.15626 0.35838 0.92249
H -0.48222 1.10065 0.28287
H 0.36460 -1.25960 0.08533
```

Results
Highest occupied orbital energy in eV: -8.85
Total charge: 0
HOMO-LUMO gap in eV: 8.558



*three*
Formula: C2H4OS3
Source: the Open Molecules 2025 dataset
Level of theory: ωB97M-V with the def2-TZVPD basis set

Geometry as XYZ:
```
10
Properties=species:S:1:pos:R:3
C -0.96001 1.07622 -0.12353
C 1.17312 -0.79662 -0.23314
O -1.38595 -1.39913 0.51369
S 0.66829 1.73606 0.82839
S 1.61945 0.00884 1.27225
S -0.66572 -0.68830 -0.49849
H -1.68756 0.93847 0.73204
H -1.19689 1.82978 -0.87848
H 1.54858 -0.55230 -1.18382
H 1.63368 -1.81850 -0.15703
```

Results
Highest occupied orbital energy in eV: -8.60
Total charge: 0
HOMO-LUMO gap in eV: 9.125



Which of them is the most stable, and which is the least stable? *three* and *one*, in that order.